Formula: C25H32As2F3N2Pd
Source: the Open Molecules 2025 dataset
Level of theory: wB97M-V/def2-TZVPD

Each line ends with the natural charge from an NBO analysis.
Geometry (Å):
Pd1 0.70 0.26 -0.45  0.369
C1 2.81 -2.31 1.39  -0.952
As1 1.77 -1.76 -0.13  1.180
C2 3.01 -2.08 -1.59  -0.948
C3 0.47 -3.14 -0.42  -0.411
C4 0.49 -4.35 0.26  -0.201
C5 -0.53 -5.27 0.06  -0.181
C6 -1.57 -4.98 -0.81  -0.187
C7 -1.58 -3.78 -1.49  -0.229
C8 -0.57 -2.85 -1.31  -0.230
As2 -0.60 -1.11 -2.23  0.917
C9 -2.49 -0.82 -2.48  -0.940
C10 -0.08 -1.59 -4.04  -0.935
H1 3.28 -3.26 1.15  0.240
H2 2.16 -2.42 2.27  0.256
H3 3.57 -1.57 1.60  0.261
H4 3.11 -3.15 -1.77  0.246
H5 3.98 -1.65 -1.32  0.248
H6 2.65 -1.58 -2.49  0.236
H7 1.29 -4.58 0.95  0.222
H8 -0.51 -6.21 0.60  0.232
H9 -2.37 -5.69 -0.95  0.231
H10 -2.41 -3.56 -2.17  0.215
H11 -2.91 -1.62 -3.09  0.235
H12 -2.64 0.13 -2.98  0.243
H13 -2.99 -0.80 -1.51  0.250
H14 -0.49 -2.57 -4.27  0.241
H15 1.01 -1.61 -4.15  0.241
H16 -0.49 -0.86 -4.73  0.242
C11 -3.27 -0.03 2.46  -0.407
N1 -1.85 -0.01 2.74  -0.423
C12 -1.26 -1.32 2.55  -0.419
C13 -1.19 1.00 1.94  -0.258
C14 0.28 1.14 2.30  -0.014
C15 0.60 1.57 3.58  -0.209
C16 1.92 1.71 3.98  -0.216
C17 2.94 1.42 3.09  -0.205
C18 2.64 0.97 1.81  -0.304
C19 1.31 0.84 1.41  -0.172
H17 -3.77 -0.76 3.11  0.211
H18 -3.49 -0.30 1.41  0.153
H19 -3.70 0.95 2.66  0.207
H20 -1.87 -2.08 3.04  0.214
H21 -0.26 -1.35 2.97  0.203
H22 -1.19 -1.58 1.47  0.152
H23 -1.69 1.96 2.10  0.216
H24 -1.30 0.77 0.86  0.149
H25 -0.20 1.79 4.28  0.228
H26 2.16 2.05 4.98  0.226
H27 3.98 1.53 3.39  0.224
H28 3.44 0.77 1.11  0.212
F1 -1.50 6.92 -1.13  -0.308
C20 -0.59 6.43 -1.98  0.967
F2 0.50 7.20 -1.89  -0.308
F3 -1.08 6.55 -3.21  -0.309
C21 -0.26 4.99 -1.64  -0.061
C22 0.35 4.70 -0.43  -0.207
C23 0.62 3.38 -0.13  0.060
N2 0.33 2.38 -0.96  -0.485
C24 -0.26 2.67 -2.12  0.069
C25 -0.57 3.96 -2.51  -0.221
H29 0.61 5.48 0.27  0.251
H30 1.11 3.11 0.80  0.237
H31 -0.47 1.83 -2.77  0.201
H32 -1.04 4.15 -3.46  0.253

Calculated values
Gap between HOMO and LUMO, eV: 8.17
Molecular weight, g/mol: 673.80
Total energy, eV: -162728.899
Energy relative to the best compared isomer or geometry (same formula, charge and spin), kcal per mole: 7.09
Total charge: +1
Strongest force on any atom, Eh/bohr: 0.014



Formula: C25H32BCdO4
Source: the Open Molecules 2025 dataset
Level of theory: wB97M-V/def2-TZVPD

Each line ends with the natural charge from an NBO analysis.
Geometry (Å):
O1 0.17 -0.13 -6.02  -0.542
C1 -0.02 1.17 -6.61  -0.058
C2 -0.27 0.58 -7.99  -0.455
H1 0.86 1.80 -6.51  0.172
H2 -0.87 1.69 -6.16  0.174
C3 -0.05 -0.79 -7.32  0.266
H3 0.47 0.84 -8.75  0.206
H4 -1.27 0.73 -8.40  0.207
C4 1.19 -1.54 -7.76  -0.625
H5 2.05 -0.88 -7.76  0.214
H6 1.06 -1.95 -8.76  0.207
H7 1.40 -2.36 -7.08  0.220
C5 -1.27 -1.68 -7.25  -0.626
H8 -2.14 -1.12 -6.92  0.215
H9 -1.10 -2.50 -6.56  0.220
H10 -1.49 -2.10 -8.24  0.207
Cd1 -0.39 -0.46 1.99  1.652
C6 -2.35 -0.95 3.24  -0.361
C7 -2.05 0.42 3.41  -0.381
C8 -2.22 1.05 2.16  -0.427
H11 -1.71 0.89 4.32  0.241
C9 -2.63 0.08 1.23  -0.395
C10 -2.69 -1.16 1.88  -0.447
H12 -2.95 -2.10 1.43  0.209
H13 -2.31 -1.70 4.00  0.208
H14 -2.03 2.09 1.96  0.211
H15 -2.82 0.26 0.18  0.196
C11 0.72 -1.89 3.54  -0.402
C12 -0.05 -2.69 2.66  -0.387
C13 0.48 -2.56 1.36  -0.454
H16 -0.90 -3.30 2.93  0.213
C14 1.60 -1.69 1.45  -0.419
C15 1.75 -1.30 2.79  -0.348
H17 2.46 -0.59 3.16  0.225
H18 0.55 -1.76 4.60  0.233
H19 0.12 -3.06 0.48  0.209
H20 2.20 -1.34 0.63  0.207
O2 -0.06 0.14 -0.15  -0.602
C16 -0.43 -0.74 -1.23  -0.069
C17 -0.75 0.17 -2.41  -0.428
H21 -1.28 -1.34 -0.91  0.204
H22 0.41 -1.40 -1.44  0.179
C18 0.18 1.35 -2.16  -0.431
H23 -1.79 0.49 -2.38  0.199
H24 -0.57 -0.33 -3.36  0.229
C19 0.11 1.50 -0.65  -0.065
H25 -0.13 2.26 -2.67  0.208
H26 1.20 1.11 -2.47  0.202
H27 -0.75 2.09 -0.34  0.181
H28 1.00 1.91 -0.18  0.204
O3 0.17 0.43 5.33  -0.744
B1 0.68 0.95 4.08  0.389
O4 1.75 1.89 4.39  -0.717
C20 1.74 1.94 5.74  0.201
C21 2.54 2.72 6.59  -0.246
C22 2.35 2.61 7.99  -0.257
C23 1.39 1.72 8.51  -0.241
C24 0.61 0.94 7.65  -0.284
C25 0.82 1.08 6.28  0.291
H29 3.27 3.41 6.19  0.207
H30 2.95 3.20 8.67  0.197
H31 1.25 1.63 9.58  0.198
H32 -0.13 0.25 8.03  0.213

Calculated values
Gap between HOMO and LUMO, eV: 4.16
Molecular weight, g/mol: 519.75
Total energy, eV: -39871.363
Energy relative to the best compared isomer or geometry (same formula, charge and spin), kcal per mole: 32.58
Total charge: -1
Strongest force on any atom, Eh/bohr: 0.063



Formula: C25H32Br2InNO4Si2
Source: the Open Molecules 2025 dataset
Level of theory: wB97M-V/def2-TZVPD

Each line ends with the natural charge from an NBO analysis.
Geometry (Å):
In1 0.77 -0.36 0.53  1.925
Br1 0.58 -3.66 4.40  0.081
C1 0.19 -3.99 2.58  -0.165
C2 -0.43 -5.20 2.22  -0.201
C3 -0.74 -5.47 0.92  -0.135
Br2 -1.58 -7.11 0.49  0.055
C4 -0.45 -4.53 -0.09  -0.034
C5 -0.71 -4.70 -1.47  -0.122
C6 -0.36 -3.73 -2.37  -0.265
C7 0.22 -2.54 -1.89  0.088
N1 0.46 -2.35 -0.62  -0.504
C8 0.16 -3.32 0.29  0.087
C9 0.52 -3.02 1.65  0.317
O1 1.11 -1.90 1.95  -0.797
H1 -0.67 -5.92 2.99  0.243
H2 -1.17 -5.62 -1.81  0.235
H3 -0.54 -3.85 -3.43  0.230
H4 0.49 -1.73 -2.56  0.218
C10 2.59 2.78 -5.24  -0.256
O2 3.11 3.57 -4.18  -0.481
C11 3.03 3.07 -2.93  0.381
C12 3.49 3.93 -1.91  -0.321
C13 3.44 3.50 -0.62  -0.101
C14 2.93 2.23 -0.25  -0.359
C15 2.91 1.83 1.13  0.620
C16 3.64 2.61 2.20  -0.700
O3 2.31 0.83 1.56  -0.679
C17 2.46 1.37 -1.29  0.540
O4 1.98 0.18 -1.10  -0.840
C18 2.54 1.82 -2.63  -0.425
H5 2.69 3.39 -6.14  0.203
H6 1.54 2.55 -5.07  0.184
H7 3.16 1.86 -5.36  0.182
H8 3.88 4.91 -2.18  0.229
H9 3.79 4.17 0.15  0.210
H10 4.34 3.35 1.84  0.218
H11 4.16 1.89 2.83  0.250
H12 2.89 3.10 2.83  0.244
H13 2.19 1.14 -3.39  0.227
C19 -3.08 1.67 2.93  -1.119
Si1 -1.75 0.42 2.51  1.703
C20 -0.39 0.59 3.78  -1.127
C21 -2.51 -1.29 2.59  -1.125
C22 -1.06 0.77 0.80  -1.758
Si2 -2.15 0.65 -0.70  1.706
C23 -3.55 1.90 -0.60  -1.121
C24 -1.14 1.07 -2.23  -1.125
C25 -2.88 -1.07 -0.88  -1.125
H14 -3.34 1.61 3.99  0.237
H15 -3.99 1.50 2.35  0.230
H16 -2.74 2.69 2.73  0.232
H17 -0.75 0.33 4.78  0.239
H18 -0.03 1.62 3.81  0.229
H19 0.46 -0.06 3.56  0.258
H20 -2.56 -1.64 3.62  0.245
H21 -1.93 -2.03 2.02  0.230
H22 -3.52 -1.28 2.18  0.234
H23 -0.66 1.79 0.83  0.269
H24 -3.16 2.88 -0.31  0.236
H25 -4.29 1.60 0.15  0.233
H26 -4.06 2.00 -1.56  0.236
H27 -0.73 2.08 -2.15  0.239
H28 -1.74 1.01 -3.14  0.235
H29 -0.29 0.39 -2.33  0.228
H30 -3.77 -1.19 -0.26  0.241
H31 -2.16 -1.84 -0.58  0.226
H32 -3.17 -1.26 -1.92  0.237

Calculated values
Gap between HOMO and LUMO, eV: 7.51
Molecular weight, g/mol: 741.33
Total energy, eV: -197142.854
Energy relative to the best compared isomer or geometry (same formula, charge and spin), kcal per mole: 0.00
Strongest force on any atom, Eh/bohr: 0.006



Formula: C25H32ClN9O6SSeSiSr
Source: the Open Molecules 2025 dataset
Level of theory: wB97M-V/def2-TZVPD

Each line ends with the Mulliken charge.
Geometry (Å):
Sr1 -1.70 0.03 0.32  0.681
O1 4.51 1.83 0.08  -0.618
C1 4.39 1.04 1.13  0.395
O2 5.34 0.67 1.78  -0.691
C2 3.01 0.58 1.46  0.298
C3 2.71 -0.17 2.58  -1.260
N1 1.40 -0.42 2.54  -0.103
N2 0.81 0.12 1.48  0.494
C4 1.77 0.74 0.80  0.053
C5 1.37 1.48 -0.45  1.028
O3 2.25 2.22 -0.97  -0.868
O4 0.22 1.30 -0.87  -0.218
H1 3.60 2.04 -0.35  0.376
H2 3.35 -0.51 3.38  0.557
H3 0.82 -0.83 3.27  0.101
C6 5.23 -1.40 -4.82  -1.083
C7 3.89 -0.71 -4.63  -0.680
N3 3.14 -1.18 -3.47  0.364
C8 3.56 -0.71 -2.15  0.395
C9 4.42 -1.71 -1.38  -1.155
C10 2.31 -2.23 -3.65  0.493
O5 2.25 -2.86 -4.71  -0.703
C11 1.41 -2.61 -2.51  -0.131
C12 1.33 -3.93 -2.11  -0.309
C13 0.48 -4.27 -1.07  -1.032
C14 -0.27 -3.27 -0.47  -0.242
N4 -0.22 -1.99 -0.87  0.751
C15 0.59 -1.68 -1.88  -0.684
H4 5.71 -1.04 -5.74  0.400
H5 5.09 -2.47 -4.90  0.273
H6 5.91 -1.19 -3.99  0.263
H7 3.26 -0.87 -5.50  0.445
H8 4.02 0.37 -4.51  0.424
H9 2.70 -0.44 -1.55  -0.957
H10 4.11 0.22 -2.30  0.540
H11 3.85 -2.61 -1.15  0.183
H12 4.75 -1.27 -0.44  0.343
H13 5.30 -2.00 -1.95  0.341
H14 1.93 -4.68 -2.62  0.474
H15 0.39 -5.29 -0.72  0.427
H16 -0.95 -3.48 0.34  0.074
H17 0.57 -0.64 -2.20  0.875
C16 -1.91 3.72 -2.16  -0.880
N5 -1.71 3.99 -0.75  0.295
C17 -0.47 4.06 -0.13  -0.487
C18 -0.69 4.17 1.19  -0.848
N6 -2.06 4.20 1.36  0.065
C19 -2.70 4.08 0.17  -0.194
S1 -4.36 4.07 -0.07  -0.460
H18 -1.71 4.62 -2.75  0.261
H19 -2.94 3.41 -2.30  0.283
H20 -1.25 2.91 -2.46  0.262
H21 0.45 3.98 -0.69  0.841
H22 0.00 4.21 2.02  0.422
H23 -2.53 4.04 2.24  0.345
Cl1 -3.00 0.13 -2.14  -0.772
O6 -1.78 1.34 2.55  0.194
N7 -2.00 2.17 3.46  -0.389
C20 -1.54 1.87 4.67  0.449
C21 -1.76 2.80 5.73  0.026
N8 -1.92 3.54 6.59  -0.586
C22 -0.79 0.68 4.93  0.249
N9 -0.17 -0.27 5.11  -0.678
C23 -5.88 -2.66 0.93  -1.066
Si1 -4.76 -1.60 2.02  0.681
C24 -5.52 -1.60 3.75  -1.059
C25 -4.88 0.16 1.36  -0.792
Se1 -2.68 -2.37 2.08  -0.715
H24 -6.91 -2.29 0.93  0.304
H25 -5.87 -3.70 1.27  0.267
H26 -5.51 -2.64 -0.10  0.237
H27 -6.56 -1.25 3.73  0.338
H28 -4.94 -0.95 4.41  0.239
H29 -5.50 -2.61 4.17  0.251
H30 -5.90 0.55 1.46  0.426
H31 -4.63 0.23 0.30  0.161
H32 -4.24 0.85 1.92  0.012

Calculated values
Gap between HOMO and LUMO, eV: 6.75
Molecular weight, g/mol: 816.77
Total energy, eV: -149567.935
Energy relative to the best compared isomer or geometry (same formula, charge and spin), kcal per mole: 3.31
Total charge: -2
Strongest force on any atom, Eh/bohr: 0.002